{
  "formula": "C3H7N3S",
  "method": "wB97M-V/def2-TZVPD",
  "elements": ["C", "C", "C", "H", "H", "H", "H", "H", "H", "H", "N", "N", "N", "S"],
  "coordinates": [[0.19284, 1.85432, -0.16569], [-2.04109, -0.58905, -0.28896], [0.98290, -0.66524, 0.03439], [0.00529, 2.52599, 0.61255], [-0.38369, 2.08207, -1.09002], [1.21611, 1.95886, -0.60547], [-1.48467, -0.02333, 1.63692], [-1.60264, -1.29865, -1.17094], [-3.67971, 0.49051, 0.64253], [0.58768, -1.65235, 0.21128], [-0.01667, 0.42959, 0.14382], [-1.11528, -0.04663, 0.53355], [-3.34704, -0.48966, -0.24364], [2.61791, -0.43353, -0.04696]],
  "mulliken_charge": [-0.840, 0.183, -0.124, 0.331, 0.312, 0.252, 0.277, 0.263, 0.255, 0.345, 0.179, -0.545, -0.613, -0.274],
  "total_energy_ev": -18525.333,
  "e_homo_ha": -0.326
}